(1)
# C9H30AsF6O6

A structure of composition C9H30AsF6O6 in a non-equilibrium geometry (wB97M-V/def2-TZVPD, the OMol25 dataset).

Structure (XYZ):
```
52
Properties=species:S:1:pos:R:3
As -0.38923 -1.08207 1.55032
F 1.33428 -1.15059 0.98400
F -0.05468 -2.01594 3.08369
F -0.74172 -2.58745 0.60342
F 0.03175 0.31664 2.56392
F -0.76178 -0.02783 0.10213
F -2.13197 -0.90411 1.99919
O 2.98311 -3.50233 4.11487
O 3.23614 2.60733 4.02085
O -2.63651 3.89217 -3.27759
O -4.12604 -1.29459 5.59439
O -1.27372 -4.79828 -5.34520
O -1.08031 -6.20263 -0.61591
C 4.71140 1.91583 5.72640
C -2.05955 -2.91993 -6.56344
C -2.23863 -3.75607 -5.30427
C -2.61270 5.20312 -1.28657
C 4.85433 1.41030 3.10908
C 4.55923 2.39290 4.19627
C -1.91828 4.96547 -2.67294
C -0.43974 4.48254 -2.43244
C -2.08737 -2.89441 -4.07242
H -0.97484 -4.72230 -4.43608
H 5.77043 1.76939 5.93886
H -3.14979 4.29392 -1.01644
H -2.67057 3.08551 -2.75824
H -3.40821 5.91674 -1.50105
H -2.74276 -3.26208 -3.28287
H -2.29969 -1.84479 -4.27573
H 4.39560 0.42513 3.19329
H -2.99842 -2.39392 -6.73643
H -0.05526 4.09633 -3.37644
H 5.92794 1.22625 3.06908
H 4.15189 1.00394 5.93497
H -3.96894 -0.76276 4.81420
H -1.85579 5.53660 -0.57665
H -1.18155 -2.27439 -6.54139
H -1.95819 5.83267 -3.33208
H 0.18516 5.33678 -2.17191
H -3.26176 -1.39749 5.99271
H 2.46213 -2.70077 4.06685
H -3.20870 -4.25300 -5.29244
H 5.22243 3.25192 4.09452
H -1.90616 -3.55640 -7.43492
H 4.30547 2.53688 6.52491
H 3.13920 -3.74219 3.20146
H -0.29098 3.70270 -1.68555
H 2.72210 1.79769 3.97800
H 4.64684 1.81496 2.11847
H -1.08876 -5.39467 -0.10273
H -2.00432 -6.39635 -0.77376
H -1.06253 -2.97636 -3.71035
```

Results
charge	-1
ΔE to the lowest compared entry with this formula, charge and spin	28.48	kJ/mol
HOMO level	-7.78	eV
calculated total energy	-3647.46532	Ha
F_max	4.3	eV/A
M	423.24	g mol⁻¹

***

(2)
# C9H32F2InNO13S2

A structure of composition C9H32F2InNO13S2 in a non-equilibrium geometry (wB97M-V/def2-TZVPD, the OMol25 dataset).

Structure (XYZ):
```
60
Properties=species:S:1:pos:R:3
In 0.95677 3.57719 -0.24191
S 1.04880 -0.47281 0.99093
S -1.03311 0.08955 0.01291
F -1.65151 1.30727 -0.80065
F 1.92067 0.24172 2.14401
O -0.65386 3.41222 2.32894
O 0.43867 -1.52707 1.72785
O -2.70907 1.82237 3.82905
O -3.18441 -4.72803 1.83813
O 2.06403 -0.79984 0.04034
O -2.04714 -0.23194 0.99098
O -2.67652 4.03762 -3.40306
O 3.21435 1.72069 -1.12816
O 4.13453 -3.93629 1.44458
O 0.35692 -2.24574 -2.98057
O -0.83344 -0.89340 -1.05088
O -0.97744 2.45786 -5.69151
O 0.48895 2.70679 -3.08660
N 0.17068 0.88151 0.52418
C 3.15390 -3.16046 2.08413
C 0.26483 2.71164 3.14004
C -2.03183 -3.93163 2.11132
C 1.27691 -3.03062 -2.26374
C 4.27698 1.35426 -0.20786
C -2.50706 0.40808 3.98366
C 0.08136 1.52484 -3.58838
C -3.56237 2.96117 -3.03645
C -0.22801 1.48976 -5.17559
H -0.74665 1.17839 -2.96480
H -1.50807 3.15409 2.69785
H 4.04358 -4.82967 1.77598
H -2.03584 -3.73997 3.18536
H 3.44884 1.34632 -1.97912
H -3.65284 1.96028 3.73175
H 0.83465 0.73793 -3.47094
H 4.94124 0.67770 -0.74407
H -3.12458 2.05929 -3.47228
H -1.14002 -4.49661 1.82395
H -0.66256 0.50010 -5.35056
H 0.73545 1.46455 -5.69402
H -3.25991 4.79773 -3.31501
H 3.84619 0.99130 0.71909
H 0.01475 2.81500 4.19801
H 0.23047 1.67617 2.81147
H -0.31747 -1.82596 -2.42407
H 2.30890 -2.96781 1.42408
H 2.22855 -3.19424 -2.76870
H 0.81685 -4.01826 -2.14854
H 3.42818 -2.26210 2.63810
H 1.27200 3.12790 3.06813
H -3.16699 -5.53450 2.35545
H 2.64927 -3.77646 2.83945
H -3.56332 2.66609 -1.98515
H -4.54545 3.09779 -3.48327
H 1.49471 -2.66623 -1.26083
H -3.36661 -0.07389 3.52017
H -1.94413 -3.02223 1.52105
H 4.88548 2.25557 -0.10351
H -2.22614 0.04140 4.97085
H -1.67114 0.11360 3.34844
```

Results
charge	0
ΔE to the lowest compared entry with this formula, charge and spin	0.00	kJ/mol
HOMO level	-9.37	eV
calculated total energy	-2580.82183	Ha
F_max	7.5	eV/A
M	579.30	g mol⁻¹